{"formula": "C22H30BaO2Si", "method": "ωB97M-V/def2-TZVPD", "symbols": ["C", "C", "C", "H", "C", "C", "H", "H", "H", "H", "Ba", "C", "H", "H", "H", "Si", "C", "C", "H", "C", "H", "C", "H", "C", "H", "C", "H", "C", "C", "H", "C", "H", "C", "H", "C", "H", "C", "H", "H", "H", "C", "O", "C", "C", "O", "C", "H", "H", "H", "H", "H", "H", "H", "H", "H", "H"], "positions_angstrom": [[1.0527, -2.2451, 1.0119], [0.9102, -2.5759, -0.3743], [1.8361, -1.7697, -1.1088], [0.2455, -3.3310, -0.7891], [2.5186, -0.9303, -0.1841], [2.0416, -1.2321, 1.1164], [2.4072, -0.7948, 2.0527], [0.5051, -2.6993, 1.8408], [1.9787, -1.7908, -2.1900], [3.3102, -0.2097, -0.4285], [-0.3242, 0.1145, -0.1994], [-1.6770, 3.7757, -3.0886], [-0.8400, 4.4791, -3.1603], [-1.5550, 3.5480, -2.0217], [-1.1750, 1.5515, -3.2544], [-1.6017, 2.3743, -4.4452], [-2.9682, 1.4468, -5.4963], [-2.7675, 0.1273, -5.9509], [-1.7676, -0.2809, -5.8592], [-3.7825, -0.6297, -6.5557], [-3.5969, -1.6514, -6.8849], [-5.0131, -0.0177, -6.8033], [-5.8006, -0.5807, -7.2865], [-5.2461, 1.3215, -6.4778], [-6.1818, 1.8179, -6.7545], [-4.1996, 2.0434, -5.8620], [-4.3055, 3.1211, -5.7102], [-0.1815, 2.4211, -5.7172], [-0.2376, 2.1512, -7.0965], [-1.1843, 1.8392, -7.5006], [0.8791, 2.3296, -7.9301], [0.7903, 2.1916, -9.0063], [2.0692, 2.7928, -7.3538], [2.9298, 2.9643, -7.9876], [2.1596, 3.0847, -5.9843], [3.0648, 3.5441, -5.5906], [1.0337, 2.8627, -5.1792], [1.0727, 3.0765, -4.1244], [-2.6439, 4.2428, -3.2778], [-2.1107, 3.8476, -4.8773], [-2.7916, -0.8887, 1.9646], [-2.0645, 0.3234, 1.6529], [-2.3232, 1.5430, 2.3782], [-1.0217, 2.3269, 2.5753], [0.0806, 1.6600, 1.8950], [1.4039, 1.8953, 2.4420], [-3.4227, -0.7388, 2.8752], [-2.0198, -1.6556, 2.1565], [-3.4432, -1.1191, 1.1007], [-3.0562, 2.1053, 1.7824], [-2.8149, 1.2283, 3.3070], [-1.1115, 3.3468, 2.1589], [-0.7626, 2.3821, 3.6427], [1.3877, 2.8015, 3.0777], [1.6837, 1.0212, 3.0577], [2.1187, 2.0157, 1.6201]], "forces_ev_per_a": [[-0.1, 0.2, -0.5], [0.5, 0.6, 0.3], [-0.5, 0.0, 0.4], [0.2, 0.1, 0.1], [-0.1, -0.1, -0.2], [-0.2, 0.0, 0.2], [-0.1, -0.3, -0.5], [0.3, 0.1, -0.3], [0.0, 0.0, 0.4], [-0.4, -0.4, 0.1], [0.8, -0.2, -1.3], [0.3, -0.1, 1.4], [-0.2, 0.3, -1.0], [-0.3, -0.8, 1.1], [0.4, -2.0, 0.4], [-1.0, 3.1, -1.8], [-0.7, -0.4, 0.3], [-0.3, 0.1, 0.3], [0.0, -0.3, 0.2], [0.2, 0.9, -0.1], [0.0, 0.2, 0.1], [-0.2, 0.0, 0.1], [0.0, -0.1, 0.0], [1.2, 0.1, 0.1], [0.4, -0.2, 0.2], [-0.1, -0.1, 0.1], [-0.1, -0.3, 0.2], [0.9, -0.4, 0.7], [0.4, 0.3, 0.3], [-0.2, -0.1, -0.3], [-0.3, 0.3, 1.0], [0.1, -0.1, 0.2], [-0.1, 0.1, 0.1], [0.0, 0.0, 0.0], [-0.7, -0.2, -0.5], [-0.1, -0.3, 0.0], [0.4, 0.1, -0.9], [0.2, 0.1, 0.3], [0.3, 0.4, 0.6], [-0.4, -0.6, -2.6], [-0.2, 0.7, 0.4], [-0.2, 0.0, 0.3], [-0.9, -1.0, -0.6], [1.1, 0.0, 0.0], [-0.2, 0.5, 0.3], [-0.5, 0.1, 0.6], [0.5, -0.2, -0.7], [-0.6, 0.1, -0.1], [0.3, -0.1, 0.5], [0.2, 0.1, 0.3], [0.3, 0.5, 0.1], [0.0, -0.4, 0.3], [-0.2, 0.1, -0.3], [0.1, -0.4, -0.4], [-0.1, 0.5, -0.3], [-0.3, 0.0, 0.2]], "de_lowest_ev": 0.000}

***

{"formula": "C22H30HfN4OS", "method": "ωB97M-V/def2-TZVPD", "symbols": ["Hf", "C", "C", "N", "C", "S", "N", "N", "C", "C", "C", "C", "C", "C", "C", "N", "H", "H", "H", "H", "H", "H", "H", "H", "H", "H", "H", "H", "H", "C", "C", "C", "C", "C", "C", "C", "C", "C", "C", "C", "C", "O", "H", "H", "H", "H", "H", "H", "H", "H", "H", "H", "H", "H", "H", "H", "H", "H", "H"], "positions_angstrom": [[0.1583, 0.2003, 0.3164], [-3.7975, 3.1920, -2.9329], [-2.6977, 2.2139, -3.2986], [-2.7680, 0.9721, -2.5142], [-2.2392, 0.7314, -1.3290], [-1.1984, 2.0129, -0.6154], [-2.5294, -0.4313, -0.7434], [-1.8691, -0.5370, 0.4545], [-2.3552, -1.0497, 1.5238], [-3.7071, -1.6482, 1.6400], [-1.4519, -0.8970, 2.7055], [-1.7730, -1.4359, 3.9316], [-0.9606, -1.1634, 5.0310], [0.1530, -0.3616, 4.8687], [0.4451, 0.1135, 3.6025], [-0.3242, -0.1414, 2.5359], [-3.7343, 4.0724, -3.5714], [-3.7090, 3.5206, -1.8967], [-4.7836, 2.7492, -3.0722], [-1.7076, 2.6440, -3.1547], [-2.7609, 1.9142, -4.3435], [-3.3933, 0.2459, -2.8422], [-4.2549, -1.5202, 0.7109], [-4.2602, -1.1873, 2.4593], [-3.6262, -2.7174, 1.8540], [-2.6551, -2.0496, 4.0425], [-1.2080, -1.5721, 6.0018], [0.7993, -0.1092, 5.6969], [1.3274, 0.7196, 3.4341], [2.4364, -1.6596, 1.4476], [2.1185, -2.3528, 0.1163], [0.6083, -2.5033, -0.1526], [2.8572, -1.7712, -1.0698], [3.7475, -2.5455, -1.7998], [4.4219, -1.9955, -2.8796], [4.2059, -0.6744, -3.2302], [3.3167, 0.1458, -2.5334], [3.1376, 1.5912, -2.9436], [3.7095, 2.5421, -1.8899], [1.6922, 1.9546, -3.2986], [2.6640, -0.4458, -1.4620], [1.7607, 0.2841, -0.6884], [1.9445, -2.1492, 2.2889], [2.1806, -0.5840, 1.4742], [3.5121, -1.6609, 1.6193], [2.4821, -3.3752, 0.2370], [0.1389, -1.6963, -0.7761], [0.0145, -2.6741, 0.7498], [0.4089, -3.3274, -0.8395], [3.9207, -3.5770, -1.5178], [5.1193, -2.5965, -3.4462], [4.7384, -0.2522, -4.0734], [3.7326, 1.7104, -3.8512], [3.1721, 2.4436, -0.9437], [3.6148, 3.5773, -2.2194], [4.7642, 2.3426, -1.7026], [1.1138, 2.2067, -2.4094], [1.1831, 1.1408, -3.8212], [1.6767, 2.8258, -3.9536]], "forces_ev_per_a": [[-0.1, 0.4, 0.1], [0.0, 0.1, 0.0], [0.1, -0.1, 0.0], [0.0, 0.0, 0.0], [-0.1, -0.1, -0.1], [0.0, -0.1, 0.0], [0.2, 0.1, 0.1], [-0.1, 0.0, 0.0], [0.0, 0.0, 0.1], [0.0, 0.0, 0.0], [-0.1, -0.1, -0.1], [0.0, 0.1, 0.1], [0.0, 0.0, 0.0], [0.0, 0.0, 0.0], [0.0, 0.0, 0.0], [-0.1, -0.1, -0.1], [0.0, 0.0, 0.0], [0.0, 0.0, 0.0], [0.0, 0.0, 0.0], [0.0, 0.0, 0.0], [0.0, 0.0, 0.0], [0.0, 0.0, 0.0], [0.0, 0.0, 0.0], [0.0, 0.0, 0.0], [0.0, 0.0, 0.0], [0.0, 0.0, 0.0], [0.0, 0.0, 0.0], [0.0, 0.0, 0.0], [0.0, 0.0, 0.0], [0.0, 0.1, 0.0], [0.0, -0.1, 0.0], [0.0, 0.2, -0.1], [0.1, 0.0, -0.1], [0.0, 0.0, 0.0], [0.0, 0.0, 0.0], [-0.1, 0.1, 0.0], [0.1, -0.1, 0.0], [0.0, 0.0, 0.0], [0.0, 0.0, 0.0], [-0.1, 0.0, 0.0], [-0.1, 0.1, 0.4], [0.0, -0.2, -0.3], [0.0, 0.0, 0.0], [0.1, -0.1, 0.0], [0.0, -0.1, 0.0], [0.0, 0.0, 0.0], [0.1, 0.0, -0.1], [0.0, 0.0, 0.0], [0.0, -0.1, 0.1], [0.0, 0.0, 0.0], [0.0, 0.0, 0.0], [0.0, 0.0, 0.0], [0.0, 0.0, 0.0], [0.0, 0.0, 0.0], [0.0, 0.0, 0.0], [0.0, 0.0, 0.0], [0.0, 0.0, 0.0], [0.0, 0.0, 0.0], [0.0, 0.0, 0.0]], "total_charge": 2, "de_lowest_ev": 0.000}

***

Number 1: highest occupied orbital energy -0.1928 hartree, E_tot -35961.490 eV, Kohn-Sham gap 4.6229 eV. Number 2: highest occupied orbital energy -0.5166 hartree, E_tot -43438.298 eV, Kohn-Sham gap 6.4110 eV.